Computed, not measured: a 17-piece molecular cluster, C69H93N9O24 overall in a non-equilibrium geometry, with wB97M-V/def2-TZVPD.

Each line ends with the Löwdin charge.
Atoms and positions in Å:
N  -17.696  -6.053  -9.075  0.055
C  -17.428  -4.704  -8.821  -0.104
C  -18.441  -3.769  -8.921  -0.090
C  -19.700  -4.137  -9.310  -0.105
C  -19.987  -5.456  -9.442  -0.068
C  -18.954  -6.404  -9.379  -0.126
H  -16.383  -4.482  -8.660  0.096
H  -18.234  -2.731  -8.706  0.105
H  -20.398  -3.319  -9.204  0.104
H  -21.028  -5.608  -9.688  0.098
H  -19.059  -7.479  -9.417  0.089
N  -24.749  -10.964  -12.801  0.051
C  -25.616  -9.970  -13.196  -0.107
C  -26.451  -9.384  -12.240  -0.094
C  -26.405  -9.744  -10.933  -0.069
C  -25.497  -10.759  -10.535  -0.052
C  -24.705  -11.368  -11.536  -0.171
H  -25.768  -9.803  -14.252  0.094
H  -27.130  -8.611  -12.567  0.079
H  -27.001  -9.299  -10.150  0.104
H  -25.397  -11.105  -9.517  0.086
H  -24.064  -12.218  -11.356  0.102
N  -29.397  -8.670  -13.935  0.028
C  -28.775  -8.983  -15.094  -0.138
C  -28.137  -7.984  -15.898  -0.046
C  -28.223  -6.677  -15.432  -0.078
C  -28.970  -6.315  -14.319  -0.038
C  -29.556  -7.386  -13.540  -0.129
H  -28.759  -10.022  -15.391  0.096
H  -27.555  -8.276  -16.760  0.074
H  -27.814  -5.906  -16.068  0.082
H  -29.129  -5.276  -14.070  0.083
H  -30.117  -7.175  -12.641  0.076
N  -27.896  -2.257  -14.474  0.068
C  -28.867  -1.575  -13.790  -0.144
C  -28.643  -0.259  -13.289  -0.048
C  -27.363  0.282  -13.506  -0.068
C  -26.300  -0.457  -14.063  -0.089
C  -26.599  -1.719  -14.519  -0.137
H  -29.764  -2.128  -13.556  0.082
H  -29.484  0.217  -12.806  0.096
H  -27.247  1.290  -13.135  0.093
H  -25.329  0.015  -14.081  0.081
H  -25.816  -2.321  -14.956  0.073
N  -23.490  -1.999  -9.590  0.064
C  -24.350  -1.695  -10.598  -0.130
C  -24.572  -0.352  -10.956  -0.044
C  -23.871  0.696  -10.312  -0.067
C  -22.876  0.379  -9.406  -0.092
C  -22.731  -0.961  -9.076  -0.146
H  -24.923  -2.463  -11.095  0.079
H  -25.175  -0.156  -11.830  0.065
H  -24.022  1.719  -10.625  0.094
H  -22.172  1.141  -9.107  0.104
H  -21.900  -1.187  -8.425  0.090
N  -29.605  -4.286  -18.598  0.050
C  -28.829  -3.466  -17.870  -0.126
C  -27.422  -3.669  -17.691  -0.071
C  -26.823  -4.739  -18.262  -0.098
C  -27.612  -5.622  -19.011  -0.064
C  -28.968  -5.341  -19.121  -0.169
H  -29.468  -2.803  -17.306  0.092
H  -26.901  -2.974  -17.050  0.075
H  -25.752  -4.870  -18.206  0.078
H  -27.151  -6.392  -19.611  0.093
H  -29.533  -5.956  -19.806  0.095
N  -28.066  -3.254  -10.589  0.065
C  -29.318  -3.587  -10.999  -0.132
C  -29.863  -4.871  -10.771  -0.089
C  -29.067  -5.826  -10.200  -0.094
C  -27.736  -5.523  -9.869  -0.062
C  -27.267  -4.214  -10.066  -0.144
H  -29.901  -2.773  -11.404  0.082
H  -30.888  -5.034  -11.069  0.103
H  -29.599  -6.749  -10.025  0.106
H  -27.152  -6.295  -9.389  0.096
H  -26.274  -3.989  -9.706  0.090
N  -23.592  -1.341  -16.221  0.079
C  -22.281  -1.304  -16.111  -0.160
C  -21.446  -0.270  -16.658  -0.033
C  -22.077  0.704  -17.452  -0.090
C  -23.451  0.627  -17.636  -0.093
C  -24.166  -0.412  -17.037  -0.126
H  -21.795  -2.106  -15.576  0.085
H  -20.372  -0.250  -16.551  0.103
H  -21.549  1.455  -18.022  0.107
H  -24.016  1.347  -18.209  0.104
H  -25.215  -0.456  -17.287  0.103
N  -22.486  -6.201  -12.548  0.081
C  -23.668  -6.625  -12.122  -0.176
C  -24.890  -6.002  -12.278  -0.041
C  -24.860  -4.778  -12.943  -0.072
C  -23.674  -4.334  -13.490  -0.054
C  -22.518  -5.076  -13.282  -0.135
H  -23.578  -7.548  -11.569  0.078
H  -25.824  -6.338  -11.854  0.086
H  -25.772  -4.221  -13.101  0.092
H  -23.671  -3.383  -14.001  0.088
H  -21.569  -4.671  -13.601  0.078
C  -22.978  -12.379  -17.144  -0.066
O  -22.139  -13.296  -16.556  0.005
C  -21.313  -13.062  -15.557  -0.517
O  -20.724  -13.855  -14.815  0.101
O  -20.928  -11.721  -15.606  -0.056
C  -20.237  -11.073  -14.525  -0.036
H  -23.553  -12.813  -17.962  0.100
H  -22.312  -11.709  -17.686  0.097
H  -23.533  -11.871  -16.355  0.104
H  -20.411  -10.013  -14.709  0.063
H  -19.159  -11.237  -14.524  0.098
H  -20.669  -11.371  -13.570  0.084
C  -22.543  -5.116  -17.480  -0.056
O  -22.054  -3.896  -17.916  0.013
C  -22.675  -3.291  -18.893  -0.548
O  -23.873  -3.489  -19.207  0.070
O  -21.899  -2.384  -19.549  -0.004
C  -22.419  -1.629  -20.681  -0.041
H  -22.191  -5.936  -18.106  0.104
H  -23.617  -5.236  -17.620  0.072
H  -22.180  -5.384  -16.488  0.089
H  -23.025  -2.183  -21.398  0.087
H  -21.567  -1.327  -21.289  0.089
H  -23.072  -0.762  -20.584  0.085
C  -26.256  4.692  -12.549  -0.084
O  -25.446  3.572  -12.514  -0.041
C  -24.299  3.566  -13.308  -0.447
O  -23.812  4.529  -13.928  0.107
O  -23.865  2.272  -13.425  -0.033
C  -22.919  1.830  -14.293  -0.097
H  -26.246  5.208  -13.508  0.103
H  -25.876  5.354  -11.771  0.096
H  -27.258  4.501  -12.163  0.096
H  -22.999  2.102  -15.346  0.088
H  -22.853  0.744  -14.233  0.080
H  -21.948  2.251  -14.031  0.105
C  -22.897  -10.642  -7.789  0.012
O  -22.575  -9.242  -7.352  -0.008
C  -23.220  -8.177  -7.897  -0.557
O  -24.047  -8.166  -8.783  0.093
O  -22.779  -7.043  -7.279  -0.034
C  -23.405  -5.774  -7.586  -0.030
H  -22.371  -11.407  -7.217  0.095
H  -22.844  -10.801  -8.866  0.067
H  -23.931  -10.790  -7.479  0.082
H  -24.213  -5.637  -6.868  0.092
H  -23.687  -5.675  -8.634  0.086
H  -22.683  -5.068  -7.176  0.091
C  -21.713  -9.394  -11.161  -0.021
O  -20.849  -9.896  -10.124  -0.020
C  -19.513  -10.025  -10.262  -0.548
O  -18.860  -9.890  -11.298  0.102
O  -19.030  -10.440  -9.071  -0.004
C  -17.637  -10.323  -8.843  -0.057
H  -21.758  -9.926  -12.111  0.088
H  -21.584  -8.315  -11.249  0.077
H  -22.726  -9.416  -10.760  0.055
H  -17.442  -10.619  -7.812  0.094
H  -17.187  -9.343  -9.001  0.092
H  -17.042  -11.042  -9.407  0.093
C  -22.936  -8.002  -15.162  -0.063
O  -23.263  -8.746  -16.281  -0.021
C  -24.302  -8.431  -17.138  -0.511
O  -24.882  -7.366  -17.171  0.113
O  -24.456  -9.481  -17.971  0.001
C  -25.473  -9.373  -18.928  -0.061
H  -21.911  -8.152  -14.823  0.080
H  -23.635  -8.154  -14.339  0.076
H  -23.061  -6.997  -15.565  0.068
H  -25.437  -8.416  -19.450  0.089
H  -26.457  -9.477  -18.472  0.087
H  -25.484  -10.094  -19.745  0.098
C  -18.656  -5.891  -17.892  0.013
O  -18.051  -6.322  -16.639  0.034
C  -18.580  -7.096  -15.762  -0.563
O  -19.672  -7.739  -15.857  0.054
O  -17.707  -7.229  -14.747  0.001
C  -18.026  -7.797  -13.474  -0.029
H  -19.732  -5.720  -17.844  0.071
H  -18.567  -6.683  -18.635  0.098
H  -18.219  -5.000  -18.342  0.097
H  -18.804  -8.559  -13.522  0.070
H  -18.445  -7.042  -12.809  0.060
H  -17.174  -8.200  -12.927  0.102
C  -18.731  -4.584  -12.572  -0.029
O  -18.737  -3.197  -12.145  0.000
C  -19.673  -2.395  -12.679  -0.537
O  -20.338  -2.691  -13.696  0.054
O  -19.810  -1.297  -11.949  0.019
C  -20.719  -0.315  -12.390  -0.046
H  -19.645  -5.051  -12.204  0.073
H  -17.872  -5.116  -12.164  0.097
H  -18.870  -4.684  -13.648  0.092
H  -20.668  -0.180  -13.471  0.080
H  -20.510  0.647  -11.922  0.102
H  -21.740  -0.587  -12.125  0.088

Computed properties:
Kohn-Sham gap: 9.40 eV
charge: 0



Computed, not measured: C6CrF18N3O12S6 as an isolated structure in a non-equilibrium geometry, with wB97M-V/def2-TZVPD.

Each line ends with the Löwdin spin population.
Atoms and positions in Å:
Cr  0.058  0.009  0.163  4.337
C  -2.323  2.957  -2.344  0.008
F  -3.164  2.179  -3.070  0.002
F  -2.228  4.118  -3.005  0.001
F  -2.742  3.063  -1.173  0.001
S  -0.487  2.133  -2.365  0.027
O  -0.766  0.883  -3.015  0.010
O  0.394  3.063  -3.096  0.015
N  -0.083  1.859  -0.623  0.072
S  0.538  3.335  -0.371  0.019
O  1.973  3.275  -0.540  0.007
O  -0.154  4.554  -0.861  0.009
C  0.281  3.519  1.523  0.003
F  0.534  2.236  1.965  0.022
F  1.015  4.417  2.118  0.001
F  -0.995  3.786  1.761  0.001
C  0.177  -3.111  2.253  0.007
F  0.699  -3.836  3.227  0.002
F  0.966  -2.980  1.196  0.010
F  -0.975  -3.749  1.881  0.000
S  -0.096  -1.372  2.896  0.035
O  -0.511  -1.625  4.309  0.023
O  1.190  -0.674  2.670  0.038
N  -0.975  -0.639  1.692  0.085
S  -2.375  -0.616  2.223  0.025
O  -3.106  -1.862  1.950  0.006
O  -2.589  -0.055  3.585  0.009
C  -3.139  0.668  1.054  0.008
F  -3.045  0.197  -0.221  0.018
F  -4.452  0.802  1.408  0.001
F  -2.523  1.846  1.171  0.009
C  4.118  -1.758  0.160  0.006
F  3.779  -3.002  0.145  0.001
F  3.891  -1.152  1.298  0.001
F  5.388  -1.571  -0.101  0.002
S  3.161  -0.673  -1.150  0.025
O  3.352  0.736  -0.848  0.010
O  3.753  -1.065  -2.422  0.013
N  1.347  -1.074  -0.985  0.066
S  1.147  -2.186  -2.142  0.014
O  1.149  -1.640  -3.485  0.005
O  1.976  -3.361  -1.876  0.005
C  -0.741  -2.799  -1.793  0.004
F  -1.420  -1.824  -1.152  0.035
F  -1.295  -3.145  -2.989  0.001
F  -0.703  -3.869  -1.017  0.001

Computed properties:
Kohn-Sham gap (spin up / spin down): 5.80 / 9.48 eV
ΔE to the lowest compared entry with this formula, charge and spin: 0.615 eV
charge: -2
2S+1: 6
<S²>: 8.76



Computed, not measured: C6F18O18S6V as an isolated structure in a non-equilibrium geometry, with wB97M-V/def2-TZVPD.

Each line ends with the Löwdin spin population.
Atoms and positions in Å:
V  -6.983  10.496  10.695  2.815
C  -4.843  9.124  6.708  0.000
F  -5.394  10.299  6.341  0.000
F  -4.719  8.401  5.596  0.000
F  -3.606  9.426  7.033  0.000
S  -5.797  8.262  8.133  0.004
O  -6.803  7.570  7.272  0.001
O  -4.834  7.418  8.710  0.001
O  -6.176  9.412  8.914  0.024
C  -8.978  7.589  13.824  0.000
F  -8.949  6.670  14.979  0.000
F  -9.683  7.043  12.909  0.000
F  -9.722  8.633  14.298  0.000
S  -7.179  8.019  13.383  0.004
O  -6.565  6.720  13.176  0.001
O  -7.308  8.916  12.188  0.022
O  -6.889  8.693  14.611  0.002
C  -9.461  12.238  14.060  0.000
F  -8.939  11.283  14.838  0.000
F  -10.442  11.681  13.437  0.000
F  -9.953  13.187  14.839  0.000
S  -8.213  12.947  12.806  0.007
O  -9.078  13.790  12.032  0.002
O  -7.261  13.607  13.644  0.002
O  -7.725  11.727  12.185  0.025
C  -3.213  11.797  12.901  0.000
F  -2.042  12.383  12.702  0.000
F  -2.989  11.007  13.965  0.000
F  -4.020  12.778  13.364  0.000
S  -3.652  11.003  11.271  0.006
O  -3.311  12.092  10.390  0.002
O  -2.815  9.898  11.207  0.001
O  -5.066  10.673  11.497  0.028
C  -11.427  9.804  10.930  0.000
F  -12.655  9.345  10.548  0.000
F  -11.658  11.126  10.868  0.000
F  -11.208  9.492  12.181  0.000
S  -10.097  9.289  9.683  0.005
O  -9.040  10.238  10.047  0.025
O  -9.967  7.865  9.974  0.002
O  -10.749  9.602  8.407  0.001
C  -7.300  13.165  6.940  0.000
F  -7.632  11.955  6.664  0.000
F  -6.906  13.745  5.799  0.000
F  -8.465  13.775  7.317  0.000
S  -6.020  13.347  8.405  0.002
O  -6.687  12.427  9.343  0.015
O  -4.795  13.019  7.791  0.001
O  -6.115  14.756  8.839  0.000

Computed properties:
Kohn-Sham gap (spin up / spin down): 6.02 / 8.31 eV
ΔE to the lowest compared entry with this formula, charge and spin: 1.829 eV
charge: -4
2S+1: 4
<S²>: 3.75



Computed, not measured: a 2-piece molecular cluster, C6H10 overall, with wB97M-V/def2-TZVPD.

Each line ends with the Löwdin charge.
Atoms and positions in Å:
C  1.366  0.116  -0.061  -0.192
C  0.714  -0.501  1.215  -0.184
C  -0.655  -0.960  0.769  -0.134
C  -1.296  -0.001  0.120  -0.138
C  -0.946  1.118  -0.481  -0.097
C  0.557  1.262  -0.699  -0.188
H  1.489  -0.686  -0.799  0.113
H  2.373  0.476  0.182  0.108
H  0.668  0.236  2.021  0.113
H  1.314  -1.348  1.567  0.105
H  -0.920  -2.012  0.711  0.077
H  -2.284  -2.012  -1.110  0.070
H  -2.450  -1.298  -0.934  0.034
H  -1.581  1.989  -0.609  0.096
H  0.783  2.192  -0.157  0.114
H  0.867  1.429  -1.736  0.104

Computed properties:
SMILES: C1=CCCCC=1.[H][H]
Kohn-Sham gap: 8.78 eV
ΔE to the lowest compared entry with this formula, charge and spin: 3.629 eV
charge: 0



Computed, not measured: the molecule C6H10 in a non-equilibrium geometry, with wB97M-V/def2-TZVPD.

Each line ends with the Löwdin charge.
Atoms and positions in Å:
C  -0.617  0.091  -1.370  -0.092
C  -0.805  0.035  0.147  -0.396
C  -1.028  -1.433  0.592  -0.082
C  0.391  0.655  0.966  -0.153
C  1.697  0.602  0.419  -0.249
C  2.688  0.722  -0.288  0.052
H  -1.477  -0.355  -1.885  0.078
H  0.280  -0.460  -1.674  0.077
H  -0.512  1.123  -1.716  0.081
H  -1.715  0.588  0.413  0.125
H  -1.193  -1.518  1.672  0.073
H  -1.910  -1.867  0.095  0.079
H  -0.167  -2.061  0.332  0.084
H  0.961  1.757  0.986  0.188
H  0.209  0.565  2.034  0.108
H  3.198  1.556  -0.723  0.027

Computed properties:
SMILES: C#CCC(C)C
Kohn-Sham gap: 9.76 eV
ΔE to the lowest compared entry with this formula, charge and spin: 3.705 eV
charge: 0



Computed, not measured: the molecule C6H10, with wB97M-V/def2-TZVPD.

Each line ends with the Löwdin charge.
Atoms and positions in Å:
C  -0.366  2.415  0.774  -0.109
C  0.136  1.278  -0.063  -0.171
C  -0.185  -1.042  -0.937  -0.296
C  1.132  -1.563  -0.437  -0.130
C  -0.132  -1.964  0.263  -0.123
C  -0.643  0.324  -0.568  -0.110
H  -0.055  2.228  1.811  0.076
H  -1.459  2.461  0.766  0.071
H  0.040  3.390  0.489  0.067
H  1.218  1.171  -0.135  0.099
H  -0.565  -1.474  -1.862  0.130
H  1.630  -2.319  -1.032  0.098
H  1.810  -0.882  0.067  0.088
H  -0.344  -1.485  1.216  0.103
H  -0.490  -2.985  0.174  0.095
H  -1.727  0.446  -0.524  0.112

Computed properties:
SMILES: C/C=C/C1CC1
Kohn-Sham gap: 10.18 eV
ΔE to the lowest compared entry with this formula, charge and spin: 1.217 eV
charge: 0



Computed, not measured: the molecule C6H10 in a non-equilibrium geometry, with wB97M-V/def2-TZVPD.

Each line ends with the Löwdin charge.
Atoms and positions in Å:
C  -1.812  0.375  -0.377  -0.054
C  -0.397  0.830  0.041  -0.313
C  0.417  -0.200  0.469  -0.118
C  0.762  -1.287  -0.403  -0.222
C  1.573  -2.312  -0.117  -0.011
C  -0.212  2.281  0.349  -0.064
H  -1.816  -0.424  -1.119  0.070
H  -2.411  1.224  -0.747  0.070
H  -2.277  0.014  0.544  0.086
H  0.694  -0.178  1.537  0.124
H  0.272  -1.230  -1.377  0.100
H  1.735  -2.482  0.955  0.055
H  1.919  -3.109  -0.763  0.044
H  0.066  2.487  1.385  0.082
H  -1.155  2.762  0.111  0.063
H  0.616  2.665  -0.266  0.089

Computed properties:
SMILES: C=CC=C(C)C
Kohn-Sham gap: 7.79 eV
ΔE to the lowest compared entry with this formula, charge and spin: 2.524 eV
charge: 0



Computed, not measured: the molecule C6H10 in a non-equilibrium geometry, with wB97M-V/def2-TZVPD.

Each line ends with the Löwdin charge.
Atoms and positions in Å:
C  -0.804  -1.192  -1.109  -0.076
C  -0.375  -0.629  0.167  -0.407
C  -0.877  -1.107  1.334  0.038
C  1.887  0.289  0.050  0.072
C  0.557  0.553  0.141  -0.262
C  -0.190  1.930  -0.292  -0.032
H  -0.143  -1.654  -1.796  0.069
H  -1.019  -0.223  -1.642  0.085
H  -1.795  -1.677  -1.154  0.092
H  -0.718  -0.585  2.303  0.065
H  -1.523  -2.062  1.368  0.085
H  2.676  0.979  -0.033  0.046
H  2.185  -0.634  0.342  0.028
H  -0.457  1.800  -1.346  0.062
H  0.619  2.576  -0.185  0.022
H  -1.012  2.407  0.395  0.113

Computed properties:
SMILES: C=C(C)C(=C)C
Kohn-Sham gap: 10.12 eV
ΔE to the lowest compared entry with this formula, charge and spin: 2.242 eV
charge: 0



Which formula does entry 3 have? C6F18O18S6V



What is the formula in the sixth record? C6H10